(1)
This record from the OMol25 dataset describes a single C3H7OP molecule. The level of theory is ωB97M-V/def2-TZVPD.

As for the molar mass: 90.06 g/mol. Its HOMO energy is -8.59 eV. The calculation puts the HOMO-LUMO gap at 9.085 eV. The calculation puts the energy at -535.0011 hartree. Its net charge is 0.

```
12
Properties=species:S:1:pos:R:3:forces:R:3
C 1.306 -0.109 -0.396 0.9 -0.7 1.3
C 0.590 0.182 0.897 -4.0 1.6 2.5
C -1.048 0.853 0.316 3.5 -2.8 -0.2
O -1.206 1.959 -0.052 -0.4 1.0 0.3
P -2.147 -0.620 -0.205 0.4 0.0 -1.8
H 0.568 -0.692 -1.001 0.9 1.2 -0.4
H 2.154 -0.850 -0.220 -0.8 1.1 -0.2
H 1.705 0.916 -0.658 -0.5 -1.5 -0.9
H 0.966 1.018 1.585 -0.1 -1.2 -1.2
H 0.200 -0.655 1.600 1.1 1.0 -1.4
H -1.977 -0.333 -1.730 -0.2 -0.5 2.2
H -1.112 -1.668 -0.135 -0.8 1.0 -0.1
```
Positions in Å, forces in eV/Å.

Charges in e, computed with natural (NBO), in the same order as the atoms: number 1, C, carries -0.663; number 2, C, carries -0.467; number 3, C, carries 0.390; number 4, O, carries -0.527; number 5, P, carries 0.148; number 6, H, carries 0.224; number 7, H, carries 0.220; number 8, H, carries 0.238; number 9, H, carries 0.218; number 10, H, carries 0.201; number 11, H, carries 0.027; number 12, H, carries -0.010

(2)
This record from the OMol25 dataset describes a single C3H7OPS molecule. The level of theory is ωB97M-V/def2-TZVPD.

As for the molar mass: 122.13 g/mol. Its HOMO energy is -8.81 eV. The calculation puts the HOMO-LUMO gap at 9.633 eV. The calculation puts the energy at -933.2542 hartree. Its net charge is 0.

```
13
Properties=species:S:1:pos:R:3:forces:R:3
C -1.556 0.412 0.601 -3.3 1.0 3.6
C -0.201 0.325 0.209 3.6 -1.2 -1.6
C 0.347 -1.073 -0.069 0.3 -2.7 0.4
O 1.660 -1.042 -0.598 0.9 1.5 -0.8
P 2.031 0.346 -1.495 -0.6 -1.2 -0.4
S 0.175 1.336 -1.269 -0.8 -0.3 -1.1
H -2.128 0.376 -0.310 -0.9 0.3 0.0
H -1.676 1.427 1.253 -0.3 -2.4 -1.8
H -1.906 -0.482 1.259 0.7 1.6 -1.0
H 0.499 0.779 0.847 0.7 0.2 1.7
H 0.452 -1.765 0.854 -0.5 1.5 -1.0
H -0.135 -1.737 -0.829 -0.9 1.0 0.7
H 2.438 1.098 -0.453 1.2 0.7 1.4
```
Positions in Å, forces in eV/Å.

Charges in e, computed with natural (NBO), in the same order as the atoms: number 1, C, carries -0.622; number 2, C, carries -0.359; number 3, C, carries -0.077; number 4, O, carries -0.790; number 5, P, carries 0.793; number 6, S, carries -0.121; number 7, H, carries 0.227; number 8, H, carries 0.228; number 9, H, carries 0.224; number 10, H, carries 0.215; number 11, H, carries 0.199; number 12, H, carries 0.191; number 13, H, carries -0.108

(3)
This record from the OMol25 dataset describes 2 unconnected molecules or ions with the total composition C3H7OS. The level of theory is ωB97M-V/def2-TZVPD.

As for the molar mass: 91.15 g/mol. Its HOMO energy is -2.87 eV. The calculation puts the HOMO-LUMO gap at 7.087 eV. The calculation puts the energy at -591.9426 hartree. Its net charge is -1.

```
12
Properties=species:S:1:pos:R:3:forces:R:3
C 2.878 0.698 0.452 -0.7 -0.8 0.2
S 1.804 -0.716 -0.050 0.3 -0.1 -0.1
H 2.756 1.474 -0.297 0.2 0.4 0.2
H 2.540 0.982 1.449 0.1 0.6 -0.1
H 3.919 0.397 0.549 0.1 0.0 -0.2
C -3.025 -0.427 -0.176 0.2 -0.3 0.5
C -1.693 -0.541 -0.197 -0.2 -0.1 -0.2
O -0.934 0.093 -1.075 0.5 0.6 -0.5
H -3.551 -0.962 0.602 -0.2 -0.1 -0.1
H -3.572 0.191 -0.867 0.0 0.2 -0.1
H -1.189 -1.236 0.467 0.2 0.2 0.2
H 0.067 0.047 -0.857 -0.5 -0.6 0.3
```
Positions in Å, forces in eV/Å.

Charges in e, computed with natural (NBO), in the same order as the atoms: number 1, C, carries -0.726; number 2, S, carries -0.682; number 3, H, carries 0.185; number 4, H, carries 0.183; number 5, H, carries 0.176; number 6, C, carries -0.613; number 7, C, carries 0.195; number 8, O, carries -0.751; number 9, H, carries 0.181; number 10, H, carries 0.185; number 11, H, carries 0.171; number 12, H, carries 0.497

(4)
This record from the OMol25 dataset describes a gas-phase ion, C3H7OS (charge -1). The level of theory is ωB97M-V/def2-TZVPD.

As for the molar mass: 91.15 g/mol. Its HOMO energy is -2.33 eV. The calculation puts the HOMO-LUMO gap at 5.743 eV. The calculation puts the energy at -591.9116 hartree. Its net charge is -1.

```
12
Properties=species:S:1:pos:R:3:forces:R:3
O 0.532 -2.410 1.310 0.1 0.0 0.1
C 0.093 -1.176 1.095 0.1 0.3 0.4
C -0.262 -0.889 -0.380 -0.3 -0.4 0.1
C -0.873 0.475 -0.648 0.3 -0.3 0.6
S 0.338 1.839 -0.666 0.0 0.1 -0.3
H 0.784 -0.339 1.447 0.1 -0.2 -0.1
H -0.851 -0.897 1.667 -0.1 -0.1 -0.1
H 0.586 -1.074 -1.037 0.3 0.1 0.0
H -0.982 -1.689 -0.613 -0.1 0.3 -0.1
H -1.578 0.708 0.152 -0.2 0.0 -0.2
H -1.362 0.461 -1.608 -0.3 0.4 -0.3
H 0.957 1.466 0.457 0.1 -0.1 0.1
```
Positions in Å, forces in eV/Å.

Charges in e, computed with natural (NBO), in the same order as the atoms: number 1, O, carries -0.939; number 2, C, carries 0.019; number 3, C, carries -0.455; number 4, C, carries -0.501; number 5, S, carries -0.128; number 6, H, carries 0.042; number 7, H, carries 0.043; number 8, H, carries 0.188; number 9, H, carries 0.195; number 10, H, carries 0.200; number 11, H, carries 0.202; number 12, H, carries 0.134

no.,LUMO level (eV)
1,0.4992
2,0.8210
3,4.2165
4,3.4169